Molecular formula: C7H12FeO5
Method: DFT, ωB97M-V/def2-TZVPD

Positions of all 25 atoms, in Å:
Fe 0.660 1.059 -0.484
O 1.619 0.972 1.161
O -0.320 -2.668 0.169
O 2.270 0.556 -1.401
O -1.243 0.321 -0.208
O -0.541 2.748 -0.633
C -1.820 -0.916 -0.644
C 2.889 1.223 0.774
C -0.747 -1.940 -0.951
C -2.110 1.287 0.340
C 3.223 0.830 -0.508
C -1.657 2.610 -0.120
C 0.632 -2.045 0.996
H -2.499 -1.281 0.141
H 0.149 -1.275 1.619
H -2.409 -0.700 -1.548
H 3.671 1.183 1.548
H 0.113 -1.501 -1.490
H 1.461 -1.588 0.427
H -1.955 1.230 1.615
H 1.048 -2.813 1.658
H -1.196 -2.673 -1.634
H -2.359 3.454 -0.030
H 4.275 0.792 -0.823
H -3.156 1.135 0.027

Its multiplicity is 5. The gap between HOMO and LUMO (alpha / beta) comes out at 5.013 / 5.002 eV.